No. 1
Entry from the OMol25 dataset: C24H38N4O4P2STl as an isolated structure (ωB97M-V with the def2-TZVPD basis set).

Total energy = -2710.72693 Eh
Frontier orbital gap (alpha / beta) = 6.255 / 6.669 eV
HOMO (alpha / beta) = -6.99 / -7.89 eV
E_LUMO (alpha / beta) = -0.73 / -1.22 eV

ORCA input file:
```
! wB97M-V def2-TZVPD RIJCOSX def2/J DEFGRID3
* xyz 0 2
Tl -2.61982 -2.19446 1.55443
N -1.21693 -3.67318 3.30975
C -0.51747 -2.73240 4.18028
C 0.34053 -1.73089 3.40894
O 1.22938 -1.16804 4.04007
O 0.05618 -1.59407 2.15931
H -1.71427 -4.36761 3.85323
H -0.56364 -4.15767 2.70441
H 0.15155 -3.20017 4.90611
H -1.25830 -2.16090 4.74651
N -4.05147 -0.87853 3.76702
C -4.23689 0.47688 3.21878
C -2.87906 1.14080 2.95182
C -2.57988 1.27584 1.45715
O -2.66362 2.39204 0.94071
O -2.22889 0.20761 0.84509
H -4.94537 -1.33557 3.90995
H -3.59995 -0.82502 4.67379
H -4.83641 1.10913 3.87946
H -4.79484 0.37365 2.28575
H -2.09063 0.53248 3.40704
H -2.84235 2.13537 3.39146
C 0.08126 -1.71348 -3.37844
P -0.41474 -0.59219 -2.05443
C 0.74903 0.76988 -2.02805
N 0.95646 1.52418 -3.07147
C 1.85055 2.53253 -2.90119
C 2.15123 3.39480 -3.98241
C 3.03700 4.41462 -3.80523
C 3.65609 4.62196 -2.54645
C 3.37964 3.80618 -1.49027
C 2.46966 2.73286 -1.64838
N 2.22279 1.91279 -0.59344
C 1.39237 0.91787 -0.77057
P 1.00245 -0.35261 0.60767
C 0.90722 0.94422 1.86654
C 2.68078 -1.21410 0.66187
C 3.73202 -0.25058 1.23047
C 2.69840 -2.47778 1.52788
C 3.08004 -1.62967 -0.76224
C -2.08670 0.07603 -2.49896
C -2.20441 0.08378 -4.02951
C -3.14659 -0.83516 -1.88133
C -2.23532 1.50776 -1.97126
H 0.24812 -1.15293 -4.29647
H -0.69618 -2.46063 -3.52798
H 0.99459 -2.21721 -3.06883
H 1.65587 3.22161 -4.92854
H 3.27076 5.07669 -4.62840
H 4.35531 5.43886 -2.42617
H 3.83515 3.95058 -0.51975
H 1.67743 1.66351 1.59472
H 1.07932 0.51788 2.84666
H -0.05945 1.43542 1.80753
H 3.49575 0.03070 2.25713
H 3.84546 0.65470 0.63625
H 4.69062 -0.77486 1.24157
H 2.61031 -2.24046 2.58365
H 3.66626 -2.96320 1.36863
H 1.91386 -3.17663 1.24157
H 2.93277 -0.84498 -1.50618
H 2.53434 -2.51848 -1.08162
H 4.14542 -1.87014 -0.75566
H -2.29700 -0.91752 -4.44987
H -1.36454 0.59604 -4.50143
H -3.11043 0.63917 -4.28232
H -3.00905 -1.88415 -2.15771
H -4.13120 -0.51652 -2.23219
H -3.12014 -0.74571 -0.79646
H -1.63314 2.20345 -2.55766
H -1.97278 1.60450 -0.91558
H -3.28304 1.79901 -2.07424
S -0.35276 -3.00001 -0.41409
C -0.01871 -1.34785 -0.52843
*
```

The natural (NBO) scheme yields these atomic charges, measured in e:
1. Tl 0.78
2. N -0.87
3. C -0.33
4. C 0.80
5. O -0.69
6. O -0.81
7. H 0.37
8. H 0.38
9. H 0.20
10. H 0.20
11. N -0.85
12. C -0.21
13. C -0.53
14. C 0.79
15. O -0.70
16. O -0.88
17. H 0.36
18. H 0.36
19. H 0.18
20. H 0.20
21. H 0.21
22. H 0.23
23. C -0.97
24. P 1.62
25. C -0.08
26. N -0.38
27. C 0.08
28. C -0.18
29. C -0.20
30. C -0.19
31. C -0.21
32. C 0.19
33. N -0.42
34. C -0.12
35. P 1.68
36. C -0.98
37. C -0.30
38. C -0.63
39. C -0.63
40. C -0.62
41. C -0.33
42. C -0.62
43. C -0.63
44. C -0.64
45. H 0.26
46. H 0.26
47. H 0.26
48. H 0.23
49. H 0.22
50. H 0.22
51. H 0.23
52. H 0.26
53. H 0.29
54. H 0.27
55. H 0.23
56. H 0.23
57. H 0.21
58. H 0.24
59. H 0.20
60. H 0.23
61. H 0.20
62. H 0.22
63. H 0.22
64. H 0.21
65. H 0.22
66. H 0.23
67. H 0.21
68. H 0.22
69. H 0.26
70. H 0.20
71. H 0.28
72. H 0.22
73. S -0.09
74. C -1.07

No. 2
Entry from the OMol25 dataset: CH8ClNiO7 as an isolated structure at a distorted geometry (ωB97M-V with the def2-TZVPD basis set).

Total energy = -2538.16191 Eh
Frontier orbital gap (alpha / beta) = 5.129 / 5.097 eV
HOMO (alpha / beta) = -3.16 / -3.14 eV
E_LUMO (alpha / beta) = 1.96 / 1.96 eV
ΔE to the lowest compared entry with this formula, charge and spin = 35.8 kcal per mole

ORCA input file:
```
! wB97M-V def2-TZVPD RIJCOSX def2/J DEFGRID3
* xyz -1 3
Ni 0.58783 0.15229 -0.11575
C -0.80236 2.30123 -0.34850
O -1.65428 3.08631 -0.79581
O -0.24123 1.74142 -1.27034
O -0.56873 1.73867 0.74156
Cl 2.77532 1.11872 0.77560
O -1.12404 -1.02594 -0.54548
H -1.28273 -1.96938 -0.57663
H -1.84437 -0.64471 -1.04751
O -1.42894 0.14373 2.81933
H -1.22901 0.72033 2.08191
H -2.32752 -0.14562 2.66098
O 1.27254 -1.59828 0.71920
H 2.06243 -1.71412 1.24729
H 0.73232 -2.36123 0.92489
O 1.50804 -0.42934 -2.08912
H 2.27372 0.00489 -2.46517
H 1.29100 -1.11896 -2.71646
*
```

The natural (NBO) scheme yields these atomic charges, measured in e:
1. Ni 1.40
2. C 0.93
3. O -0.81
4. O -0.83
5. O -0.89
6. Cl -0.87
7. O -0.95
8. H 0.48
9. H 0.51
10. O -0.98
11. H 0.52
12. H 0.44
13. O -0.96
14. H 0.52
15. H 0.48
16. O -0.94
17. H 0.50
18. H 0.47

No. 3
Entry from the OMol25 dataset: C20H23Cl15I2O3 as an isolated structure at a distorted geometry (ωB97M-V with the def2-TZVPD basis set).

Total energy = -8499.74566 Eh
Frontier orbital gap = 8.563 eV
HOMO = -8.42 eV
E_LUMO = 0.14 eV

ORCA input file:
```
! wB97M-V def2-TZVPD RIJCOSX def2/J DEFGRID3
* xyz 0 1
O 6.20634 -1.63054 2.32936
C 5.28404 -1.35599 1.64849
O 4.13100 -2.17080 1.46754
C 3.68078 -1.72957 0.15967
C 2.34089 -2.28418 -0.43282
C 1.50829 -3.19343 0.54191
C 0.04102 -3.41322 -0.07102
C -0.81035 -2.19594 0.42176
C -0.97443 -1.05740 -0.51107
C -1.71260 0.15814 -0.15127
C -2.30215 0.20554 1.21548
C -2.15831 -0.93605 2.11056
C -1.42906 -2.16495 1.76671
C 3.80482 -0.16912 0.43303
I 2.69465 0.09241 2.31087
C 3.52943 0.82232 -0.75061
C 2.17009 1.61947 -0.66077
C 2.24546 2.91472 0.26698
I 0.35943 3.09842 1.33871
O 5.19043 -0.15797 0.87500
H 4.54986 -2.01691 -0.50403
H 1.70833 -1.39088 -0.71970
H 2.55499 -2.83456 -1.39616
H 2.04112 -4.18021 0.65529
H 1.45596 -2.75333 1.58065
H -0.38215 -4.40889 0.21134
H 0.18189 -3.31948 -1.18885
H -0.53271 -1.09750 -1.53324
H -1.79612 1.00391 -0.88018
H -2.83293 1.14300 1.49431
H -2.63029 -0.86468 3.12637
H -1.31708 -3.02250 2.47259
H 4.38658 1.55835 -0.80127
H 3.55767 0.21593 -1.70440
H 1.29286 0.95492 -0.41412
H 1.96379 2.01061 -1.70335
H 2.51149 3.84500 -0.28621
H 3.07926 2.71354 1.00204
C -5.43386 -1.02551 -1.17414
Cl -4.84850 -2.52639 -1.89890
Cl -6.89396 -1.32531 -0.21616
Cl -4.16046 -0.28585 -0.17203
H -5.68726 -0.33610 -1.97432
C -6.42044 -6.60356 -1.60895
Cl -5.34698 -6.91343 -2.97945
Cl -5.49834 -6.52410 -0.10315
Cl -7.33252 -5.11192 -1.85854
H -7.12461 -7.42622 -1.53469
C 0.72177 7.54837 -0.17191
Cl 1.32803 6.03889 -0.86653
Cl -0.75990 7.25927 0.74516
Cl 1.95086 8.29789 0.85234
H 0.49263 8.23001 -0.98499
C -1.15431 2.25742 5.05354
Cl -2.70545 2.15357 4.21088
Cl -1.39750 2.69068 6.74966
Cl -0.26852 0.73471 4.92096
H -0.56242 3.03735 4.58308
C 1.57638 3.22450 -5.12356
Cl 0.15154 2.86136 -6.10238
Cl 1.13699 4.22009 -3.72996
Cl 2.36771 1.73156 -4.60029
H 2.27682 3.78450 -5.73524
*
```

The natural (NBO) scheme yields these atomic charges, measured in e:
1. O -0.52
2. C 0.97
3. O -0.52
4. C 0.03
5. C -0.44
6. C -0.40
7. C -0.43
8. C 0.00
9. C -0.21
10. C -0.20
11. C -0.29
12. C -0.18
13. C -0.25
14. C 0.21
15. I 0.10
16. C -0.48
17. C -0.46
18. C -0.52
19. I 0.08
20. O -0.55
21. H 0.20
22. H 0.22
23. H 0.22
24. H 0.21
25. H 0.23
26. H 0.23
27. H 0.21
28. H 0.20
29. H 0.23
30. H 0.24
31. H 0.23
32. H 0.23
33. H 0.24
34. H 0.23
35. H 0.24
36. H 0.23
37. H 0.22
38. H 0.23
39. C -0.29
40. Cl 0.01
41. Cl -0.01
42. Cl 0.04
43. H 0.22
44. C -0.28
45. Cl 0.01
46. Cl 0.02
47. Cl 0.03
48. H 0.23
49. C -0.28
50. Cl 0.01
51. Cl 0.03
52. Cl 0.02
53. H 0.23
54. C -0.28
55. Cl 0.01
56. Cl 0.02
57. Cl 0.02
58. H 0.24
59. C -0.28
60. Cl 0.03
61. Cl 0.02
62. Cl 0.01
63. H 0.23

No. 4
Entry from the OMol25 dataset: C4H6O2 as an isolated structure (ωB97M-V with the def2-TZVPD basis set).

Total energy = -306.40089 Eh
Frontier orbital gap = 10.251 eV
HOMO = -9.32 eV
E_LUMO = 0.93 eV
ΔE to the lowest compared entry with this formula, charge and spin = 66.1 kcal per mole

ORCA input file:
```
! wB97M-V def2-TZVPD RIJCOSX def2/J DEFGRID3
* xyz 0 1
O -0.67090 -1.56138 1.04471
C -1.03410 -0.39626 0.38558
C -0.16364 0.82991 0.28538
C 1.26180 0.40831 -0.03038
O 0.82738 -0.45316 -1.10663
C -0.51389 0.00791 -0.94743
H 0.22873 -1.77976 0.76744
H -2.08711 -0.17863 0.54424
H -0.46635 1.82305 0.59634
H 1.87880 1.22676 -0.41663
H 1.82124 -0.14518 0.73504
H -1.08643 0.23457 -1.84277
*
```

The natural (NBO) scheme yields these atomic charges, measured in e:
1. O -0.69
2. C 0.07
3. C -0.32
4. C -0.07
5. O -0.52
6. C 0.07
7. H 0.47
8. H 0.20
9. H 0.22
10. H 0.19
11. H 0.17
12. H 0.20